No. 1
The following is a DFT calculation (wB97M-V/def2-TZVPD) of a cluster of 7 separate species, C18H30F6O24S5 in total in a non-equilibrium geometry.

* HOMO (alpha / beta): -0.2 / -5.1 eV
* 2S+1: 2
* charge: -1

Structure (XYZ):
```
83
C18H30F6O24S5 (wB97M-V/def2-TZVPD)
C -21.157 2.264 20.469
C -19.775 1.971 21.137
O -18.805 2.667 20.343
C -17.534 2.851 20.763
O -17.081 2.370 21.800
C -16.671 3.545 19.726
F -17.335 3.662 18.584
F -16.450 4.737 20.108
F -15.533 2.970 19.610
H -21.295 1.705 19.544
H -21.263 3.324 20.238
H -22.034 1.979 21.050
H -19.623 0.892 21.164
H -19.909 2.280 22.173
C -14.800 5.535 16.839
C -14.160 5.367 15.545
O -12.844 5.910 15.593
C -11.812 5.338 16.299
O -11.861 4.177 16.762
C -10.520 6.196 16.321
F -10.185 6.557 15.060
F -10.710 7.371 16.994
F -9.542 5.545 16.935
H -14.976 6.576 17.110
H -14.309 5.120 17.719
H -15.795 5.107 16.713
H -14.807 5.825 14.797
H -14.013 4.300 15.380
C -15.064 8.380 13.298
C -15.076 9.558 12.332
O -13.768 10.112 12.430
S -13.100 10.005 13.937
O -13.482 11.122 14.784
O -11.638 9.737 13.911
O -14.043 8.634 14.355
H -14.923 7.380 12.888
H -15.959 8.398 13.919
H -15.887 10.281 12.418
H -15.220 9.030 11.390
C -16.400 9.932 18.382
C -15.737 9.758 16.994
O -16.655 9.072 16.254
S -17.792 8.223 17.121
O -17.549 6.782 17.186
O -19.110 8.624 16.679
O -17.334 8.889 18.501
H -16.844 10.923 18.470
H -15.773 9.770 19.259
H -14.733 9.340 17.073
H -15.416 10.684 16.516
C -7.957 1.499 17.258
C -8.241 2.536 18.375
O -9.641 2.449 18.823
S -10.413 1.118 18.162
O -11.813 1.428 17.759
O -10.211 -0.123 18.933
O -9.345 1.092 16.880
H -7.513 0.642 17.765
H -7.340 1.919 16.464
H -8.036 3.551 18.036
H -7.614 2.349 19.247
C -14.979 0.969 15.191
C -16.017 0.638 16.243
O -17.003 1.654 16.097
S -17.067 2.418 14.619
O -16.577 3.806 14.657
O -18.259 2.162 13.871
O -15.778 1.492 14.129
H -14.464 0.114 14.751
H -14.296 1.783 15.432
H -15.487 0.545 17.191
H -16.613 -0.273 16.189
C -9.196 5.597 20.266
C -10.208 4.678 20.950
O -9.729 4.271 22.197
S -8.364 5.176 22.579
O -7.404 4.234 23.205
O -8.789 6.420 23.251
O -8.019 5.411 20.975
H -9.463 6.652 20.315
H -9.224 5.258 19.230
H -10.455 3.771 20.398
H -11.175 5.156 21.103
```

Mulliken charges in e: atom 1 (C): -1.1796, atom 2 (C): -0.2224, atom 3 (O): -0.1377, atom 4 (C): 0.0043, atom 5 (O): -0.5758, atom 6 (C): 1.2785, atom 7 (F): -0.2366, atom 8 (F): -0.3011, atom 9 (F): -0.2354, atom 10 (H): 0.2996, atom 11 (H): 0.3168, atom 12 (H): 0.3922, atom 13 (H): 0.2865, atom 14 (H): 0.2979, atom 15 (C): -0.4813, atom 16 (C): 0.1788, atom 17 (O): -0.2325, atom 18 (C): -0.1120, atom 19 (O): -0.7239, atom 20 (C): 0.7595, atom 21 (F): -0.2956, atom 22 (F): -0.2688, atom 23 (F): -0.2592, atom 24 (H): -0.0734, atom 25 (H): 0.2720, atom 26 (H): 0.2552, atom 27 (H): -0.0221, atom 28 (H): -0.0020, atom 29 (C): -0.2696, atom 30 (C): -0.2358, atom 31 (O): -0.3832, atom 32 (S): 1.0733, atom 33 (O): -0.5737, atom 34 (O): -0.5365, atom 35 (O): -0.1645, atom 36 (H): 0.3023, atom 37 (H): 0.2011, atom 38 (H): 0.2817, atom 39 (H): 0.2962, atom 40 (C): -0.3613, atom 41 (C): -0.2609, atom 42 (O): -0.1988, atom 43 (S): 0.8820, atom 44 (O): -0.2886, atom 45 (O): -0.5883, atom 46 (O): -0.3299, atom 47 (H): 0.2507, atom 48 (H): 0.2927, atom 49 (H): 0.1965, atom 50 (H): 0.4363, atom 51 (C): -0.3698, atom 52 (C): -0.3018, atom 53 (O): -0.1153, atom 54 (S): 0.9267, atom 55 (O): -0.2871, atom 56 (O): -0.6028, atom 57 (O): -0.3864, atom 58 (H): 0.3140, atom 59 (H): 0.3117, atom 60 (H): 0.2034, atom 61 (H): 0.3017, atom 62 (C): -0.1320, atom 63 (C): -0.2083, atom 64 (O): -0.2690, atom 65 (S): 0.9443, atom 66 (O): -0.3655, atom 67 (O): -0.5668, atom 68 (O): -0.3975, atom 69 (H): 0.2598, atom 70 (H): 0.1038, atom 71 (H): 0.2994, atom 72 (H): 0.3017, atom 73 (C): 0.4358, atom 74 (C): 0.1857, atom 75 (O): -0.3783, atom 76 (S): 1.0409, atom 77 (O): -0.5342, atom 78 (O): -0.5397, atom 79 (O): -0.3390, atom 80 (H): 0.3641, atom 81 (H): -0.4078, atom 82 (H): -0.0806, atom 83 (H): 0.2855


No. 2
The following is a DFT calculation (wB97M-V/def2-TZVPD) of a structure of composition C17H28ClN2O2 in a non-equilibrium geometry.

* relative energy (zero: lowest compared OMol25 entry of this formula, charge and spin): 1686.3 kJ/mol
* HOMO: -11.2 eV
* 2S+1: 1
* charge: +1

Structure (XYZ):
```
50
C17H28ClN2O2 (wB97M-V/def2-TZVPD)
C 3.497 -2.578 3.264
C 2.992 -3.293 2.055
C 3.553 -4.554 1.687
C 3.194 -5.420 0.807
C 2.255 -4.953 0.112
C 1.502 -3.897 0.441
C 1.955 -3.084 1.534
N 1.442 -1.774 1.497
C 2.186 -0.614 1.236
H 3.179 -0.729 1.418
C 1.742 -0.207 -0.230
N 0.456 0.120 -0.356
C -0.234 -0.880 0.030
C -0.132 -1.628 1.323
H -0.465 -2.510 1.433
H -0.460 -0.970 2.248
H -1.433 -0.702 0.069
H -0.138 -1.743 -0.716
C -0.061 0.986 -1.627
H 0.729 1.527 -1.706
H -0.070 0.214 -2.344
C -1.357 1.584 -1.135
O -1.232 2.177 0.080
H -1.617 3.036 0.203
C -1.320 2.954 -2.443
O -2.150 4.064 -1.555
C -3.389 4.312 -1.744
C -4.459 3.040 -1.546
H -4.292 2.849 -0.213
H -5.465 3.371 -1.537
H -4.190 2.117 -2.037
C -3.754 5.561 -1.302
H -3.226 6.319 -1.571
H -3.761 5.513 -0.077
H -4.825 5.822 -1.502
H -3.679 4.218 -3.099
H -0.308 3.437 -2.514
H -2.085 2.588 -2.932
H -2.181 1.094 -1.276
H 0.032 0.719 0.496
H 2.275 0.920 -0.147
H 1.969 -1.020 -0.721
H 1.884 0.124 2.105
H 0.671 -3.604 -0.118
Cl 1.500 -6.228 -1.209
H 3.623 -6.271 0.623
H 4.491 -4.848 2.483
H 2.781 -1.782 3.719
H 3.950 -3.244 3.873
H 4.426 -2.135 2.921
```

natural (NBO) charges in e: atom 1 (C): -0.6282, atom 2 (C): -0.1120, atom 3 (C): -0.0677, atom 4 (C): -0.3280, atom 5 (C): 0.1812, atom 6 (C): -0.2998, atom 7 (C): 0.2158, atom 8 (N): -0.4805, atom 9 (C): -0.2003, atom 10 (H): 0.2408, atom 11 (C): -0.2368, atom 12 (N): -0.4508, atom 13 (C): -0.2546, atom 14 (C): -0.1814, atom 15 (H): 0.2174, atom 16 (H): 0.2001, atom 17 (H): 0.2344, atom 18 (H): 0.2086, atom 19 (C): -0.1602, atom 20 (H): 0.1992, atom 21 (H): 0.2343, atom 22 (C): 0.1054, atom 23 (O): -0.7398, atom 24 (H): 0.5361, atom 25 (C): -0.0642, atom 26 (O): -0.5851, atom 27 (C): 0.2001, atom 28 (C): -0.6171, atom 29 (H): 0.1306, atom 30 (H): 0.2350, atom 31 (H): 0.1989, atom 32 (C): -0.6197, atom 33 (H): 0.2238, atom 34 (H): 0.1853, atom 35 (H): 0.2383, atom 36 (H): 0.0649, atom 37 (H): 0.2547, atom 38 (H): 0.2092, atom 39 (H): 0.1772, atom 40 (H): 0.4872, atom 41 (H): 0.2238, atom 42 (H): 0.2312, atom 43 (H): 0.1935, atom 44 (H): 0.2104, atom 45 (Cl): -0.1509, atom 46 (H): 0.2494, atom 47 (H): 0.1986, atom 48 (H): 0.2329, atom 49 (H): 0.2365, atom 50 (H): 0.2225


No. 3
The following is a DFT calculation (wB97M-V/def2-TZVPD) of a structure of composition C24H26B3BeBrN2O16S2 in a non-equilibrium geometry.

* HOMO: -8.6 eV
* 2S+1: 1
* charge: 0

Structure (XYZ):
```
75
C24H26B3BeBrN2O16S2 (wB97M-V/def2-TZVPD)
C 2.932 0.209 -0.916
C 4.112 1.148 -0.556
B 3.634 2.606 -0.288
O 4.382 3.738 -0.529
C 2.151 2.748 0.294
C 1.893 2.366 1.621
C 0.635 2.406 2.172
C -0.441 2.824 1.395
C -0.187 3.216 0.063
C 1.091 3.195 -0.500
B 1.304 3.643 -2.018
O 2.140 4.710 -2.273
O 0.706 2.984 -3.034
C 0.045 3.753 -4.055
S -1.554 3.716 -0.896
C -2.748 2.638 -0.295
C -3.701 2.119 -1.133
C -4.635 1.236 -0.615
Br -5.902 0.408 -1.634
C -4.617 0.898 0.768
C -3.699 1.426 1.605
C -2.717 2.306 1.111
N -1.761 2.867 1.905
C -1.871 2.539 3.344
H 3.338 -0.694 -1.363
H 2.345 -0.061 -0.044
H 2.317 0.673 -1.691
H 4.797 1.149 -1.407
H 4.666 0.729 0.288
H 4.322 3.978 -1.463
H 2.691 2.010 2.259
H 0.509 2.079 3.192
H 1.956 5.482 -1.729
H -0.941 3.314 -4.186
H 0.601 3.721 -4.985
H -0.101 4.779 -3.724
H -3.721 2.355 -2.186
H -5.344 0.190 1.139
H -3.730 1.118 2.636
H -1.191 3.202 3.867
H -1.613 1.506 3.568
H -2.871 2.787 3.682
C -2.803 -3.419 0.215
C -3.281 -4.602 1.069
C -3.858 -4.025 2.371
S -4.465 -2.388 1.959
O -3.679 -1.393 2.665
O -5.903 -2.349 2.024
C -3.940 -2.402 0.251
H -2.571 -3.718 -0.805
H -1.899 -2.989 0.653
H -4.057 -5.151 0.532
H -2.472 -5.299 1.278
H -4.685 -4.612 2.761
H -3.092 -3.910 3.136
H -3.637 -1.397 -0.031
H -4.786 -2.726 -0.357
Be -0.936 1.723 6.019
B 6.973 -3.099 -0.648
O 6.578 -4.471 -1.031
C 5.275 -4.623 -0.854
O 4.635 -5.611 -1.071
C 4.717 -3.292 -0.319
O 3.573 -3.051 -0.049
O 5.719 -2.438 -0.212
O 7.976 -3.100 0.427
C 9.067 -2.464 0.012
O 10.064 -2.288 0.645
C 8.811 -1.989 -1.432
O 9.573 -1.377 -2.119
O 7.586 -2.375 -1.774
N -8.438 -2.305 -2.170
O -7.854 -3.226 -1.601
O -9.652 -2.170 -2.100
O -7.765 -1.483 -2.833
```

Mulliken charges in e: atom 1 (C): -0.8241, atom 2 (C): -0.3748, atom 3 (B): 0.2943, atom 4 (O): -0.5263, atom 5 (C): -0.1534, atom 6 (C): -1.4557, atom 7 (C): -0.0935, atom 8 (C): 0.5375, atom 9 (C): 0.7703, atom 10 (C): -0.4138, atom 11 (B): 0.9668, atom 12 (O): -0.5971, atom 13 (O): -0.3735, atom 14 (C): -0.7142, atom 15 (S): -0.3392, atom 16 (C): 1.0455, atom 17 (C): -0.7925, atom 18 (C): 0.0078, atom 19 (Br): 0.0518, atom 20 (C): -1.0308, atom 21 (C): -0.4738, atom 22 (C): 0.3817, atom 23 (N): 0.0541, atom 24 (C): -1.7686, atom 25 (H): 0.2803, atom 26 (H): 0.2466, atom 27 (H): 0.1990, atom 28 (H): 0.3300, atom 29 (H): 0.3034, atom 30 (H): 0.3351, atom 31 (H): 0.4834, atom 32 (H): 0.3613, atom 33 (H): 0.3382, atom 34 (H): 0.2279, atom 35 (H): 0.2780, atom 36 (H): 0.3456, atom 37 (H): 0.4721, atom 38 (H): 0.9440, atom 39 (H): 0.3452, atom 40 (H): 0.5797, atom 41 (H): 0.4674, atom 42 (H): 0.6012, atom 43 (C): -0.7772, atom 44 (C): -0.7031, atom 45 (C): -0.7085, atom 46 (S): 1.2436, atom 47 (O): -0.6373, atom 48 (O): -0.6982, atom 49 (C): -0.0310, atom 50 (H): 0.3872, atom 51 (H): 0.3260, atom 52 (H): 0.3203, atom 53 (H): 0.3715, atom 54 (H): 0.3623, atom 55 (H): 0.3592, atom 56 (H): -0.0082, atom 57 (H): 0.2930, atom 58 (Be): 0.0735, atom 59 (B): 1.0672, atom 60 (O): -0.4959, atom 61 (C): 0.4005, atom 62 (O): -0.5976, atom 63 (C): 0.7253, atom 64 (O): -0.6543, atom 65 (O): -0.4293, atom 66 (O): -0.4929, atom 67 (C): 0.5960, atom 68 (O): -0.5856, atom 69 (C): 0.5797, atom 70 (O): -0.5901, atom 71 (O): -0.4937, atom 72 (N): 1.0479, atom 73 (O): -0.5011, atom 74 (O): -0.5150, atom 75 (O): -0.5512